Density functional theory data (ωB97M-V/def2-TZVPD) for a structure of composition C31H37Cl2N4O6Si2Zn.

Last column: Mulliken charge in e.
CARTESIAN COORDINATES (ANGSTROEM)
Zn: -0.95 0.40 0.40  1.4671
C: -2.55 1.44 -2.15  -1.0181
Si: -3.28 -0.18 -1.52  0.5298
C: -5.14 -0.07 -1.80  -1.2933
C: -2.65 -1.51 -2.72  -0.9087
C: -2.73 -0.68 0.21  2.4367
C: -2.37 -2.13 0.26  -1.8594
C: -3.31 -3.16 0.06  -0.8080
C: -2.92 -4.48 0.14  -0.9414
C: -1.59 -4.78 0.41  -0.6945
C: -0.73 -3.72 0.59  -0.4907
N: -1.10 -2.44 0.53  0.0938
Si: -3.86 -0.37 1.70  0.7055
C: -5.64 -0.97 1.46  -1.3061
C: -4.08 1.36 2.40  -1.1130
C: -3.18 -1.47 3.10  -0.8728
H: -2.81 1.57 -3.20  0.4939
H: -1.46 1.46 -2.07  0.1429
H: -2.94 2.29 -1.58  0.2086
H: -5.34 0.12 -2.86  0.3778
H: -5.58 0.75 -1.22  0.3336
H: -5.65 -0.99 -1.52  0.3197
H: -2.85 -1.22 -3.75  0.4207
H: -3.13 -2.48 -2.55  0.3057
H: -1.57 -1.66 -2.61  0.0758
H: -4.33 -2.90 -0.18  0.5795
H: -3.64 -5.28 -0.01  0.4224
H: -1.24 -5.80 0.48  0.4438
H: 0.33 -3.89 0.81  0.4039
H: -6.20 -0.37 0.75  0.3273
H: -6.16 -0.92 2.43  0.4073
H: -5.69 -2.01 1.13  0.3437
H: -4.35 2.08 1.64  0.3028
H: -3.18 1.74 2.88  0.1816
H: -4.88 1.31 3.15  0.4391
H: -3.63 -2.46 3.05  0.3134
H: -3.40 -1.05 4.08  0.4142
H: -2.10 -1.60 3.00  -0.1793
O: 0.08 6.47 0.16  -0.6349
C: -0.14 5.28 0.19  0.2512
C: 0.88 4.18 -0.02  0.2284
O: 2.06 4.35 -0.30  -0.6812
C: 0.15 2.94 0.19  0.7156
C: -1.20 3.19 0.49  -0.2994
O: -1.99 2.22 0.72  0.0005
C: -1.48 4.62 0.45  -0.1340
O: -2.55 5.19 0.57  -0.7007
O: 0.59 1.72 0.12  -0.6772
C: 4.18 2.20 -4.25  -1.3855
C: 4.76 1.58 -3.01  0.5379
C: 5.91 0.79 -3.06  -0.7811
C: 6.43 0.21 -1.92  -0.6314
C: 5.82 0.42 -0.69  0.0833
N: 6.39 -0.20 0.45  -0.0422
C: 5.84 -0.42 1.69  0.2433
O: 6.53 -0.50 2.69  -0.7222
N: 4.47 -0.55 1.75  0.0055
C: 3.56 -0.92 0.75  -0.3793
C: 3.91 -1.65 -0.38  -0.0832
C: 2.93 -1.94 -1.31  -1.4483
C: 1.63 -1.51 -1.07  -0.2317
N: 1.28 -0.84 0.02  0.9394
C: 2.23 -0.54 0.90  -0.4096
C: 4.70 1.23 -0.62  -0.0181
C: 4.17 1.79 -1.77  -0.5705
H: 4.85 2.07 -5.10  0.3637
H: 4.00 3.26 -4.12  0.3531
H: 3.22 1.73 -4.50  0.2658
H: 6.40 0.62 -4.01  0.3008
H: 7.31 -0.42 -1.98  0.4188
H: 7.40 -0.21 0.50  0.2642
H: 4.11 -0.46 2.69  0.1874
H: 4.93 -1.98 -0.53  0.5122
H: 3.17 -2.48 -2.21  0.4579
H: 0.83 -1.74 -1.77  0.2878
H: 1.94 0.05 1.76  0.2094
H: 4.22 1.43 0.33  0.6254
H: 3.28 2.41 -1.67  0.5315
Cl: 1.32 -0.09 5.35  -0.1869
C: -0.30 0.05 4.66  -0.4312
Cl: -0.28 0.83 3.07  0.0508
H: -0.91 0.66 5.32  0.4252
H: -0.71 -0.95 4.54  0.1844

- frontier orbital gap (eV) = 6.6
- F_max (eV Å⁻¹) = 0.40
- E (a.u.) = -5152.86703
- net charge = -1
- multiplicity = 1

---

Density functional theory data (ωB97M-V/def2-TZVPD) for a cluster of 3 separate species, C24H47INO2P in total at a distorted geometry.

Last column: Mulliken charge in e.
CARTESIAN COORDINATES (ANGSTROEM)
I: -2.61 0.12 3.16  -0.2831
P: -2.19 0.45 0.70  0.2133
C: -1.72 0.67 -1.13  -0.1323
C: -1.33 -0.70 -1.89  -0.8682
C: 0.24 -0.98 -1.67  -0.0809
C: 1.19 -0.02 -2.58  -0.1490
C: 2.39 0.47 -1.61  -0.5251
C: 3.44 1.45 -2.30  -0.8903
C: 2.95 2.97 -2.44  -0.3858
C: 2.25 3.58 -1.14  -0.0019
C: 2.07 5.18 -1.14  -0.8623
C: 1.70 5.83 -2.55  -0.6626
C: 0.13 5.86 -2.91  -0.7594
C: -0.57 4.42 -2.91  0.9158
N: -1.45 4.15 -4.10  0.2260
C: -1.85 2.78 -4.29  -0.3356
C: -2.77 2.63 -5.52  -0.7847
C: -2.86 4.12 -6.01  -0.5136
C: -2.00 5.03 -5.10  -0.2102
H: -1.84 1.82 0.93  0.0782
H: -1.28 -0.67 0.79  0.0151
H: -3.55 0.16 0.37  0.1477
H: -0.78 1.35 -1.14  -0.3821
H: -2.51 1.25 -1.74  0.4808
H: -1.89 -1.58 -1.39  0.3777
H: -1.62 -0.70 -3.00  0.3180
H: 0.52 -2.06 -1.92  0.4214
H: 0.46 -0.72 -0.56  -0.2025
H: 0.63 0.90 -2.95  -0.1153
H: 1.70 -0.62 -3.43  0.4304
H: 1.89 0.93 -0.69  0.1960
H: 2.97 -0.48 -1.29  0.3374
H: 3.68 1.07 -3.37  0.3108
H: 4.42 1.48 -1.68  0.3264
H: 2.14 2.97 -3.27  0.1687
H: 3.77 3.67 -2.85  0.3720
H: 1.25 3.06 -0.90  -0.2954
H: 2.94 3.33 -0.24  0.4948
H: 3.01 5.67 -0.69  0.3259
H: 1.22 5.41 -0.39  0.3240
H: 2.25 5.40 -3.45  0.3223
H: 2.03 6.94 -2.49  0.3498
H: -0.38 6.56 -2.15  0.2789
H: 0.04 6.40 -3.92  0.3029
H: -1.28 4.41 -2.01  0.1118
H: 0.13 3.53 -2.81  -0.6852
H: -1.51 1.96 -3.57  0.4072
H: -3.26 1.69 -5.94  0.3167
H: -3.48 4.44 -6.91  0.2998
H: -1.82 6.16 -5.15  0.2788
C: 0.95 -2.69 5.02  -0.4988
C: 0.25 -2.70 3.68  0.4690
C: 1.31 -2.11 2.76  -0.1623
O: 2.58 -2.48 3.31  -0.4384
C: 2.38 -3.02 4.63  -0.4779
H: 0.53 -3.40 5.73  0.3102
H: 0.90 -1.69 5.46  0.2766
H: 0.03 -3.73 3.38  -0.2012
H: -0.68 -2.13 3.66  -0.0765
H: 1.26 -1.01 2.75  0.1111
H: 1.23 -2.47 1.74  0.1408
H: 2.54 -4.10 4.58  0.2483
H: 3.11 -2.58 5.31  0.2870
C: -2.77 -6.93 4.35  -0.5225
C: -1.41 -7.56 4.16  -0.5485
C: -0.48 -6.46 4.62  -0.2098
O: -1.18 -5.72 5.63  -0.3771
C: -2.56 -6.12 5.61  -0.4155
H: -3.59 -7.65 4.45  0.3379
H: -3.00 -6.27 3.51  0.2589
H: -1.31 -8.44 4.81  0.2586
H: -1.22 -7.89 3.13  0.3315
H: -0.24 -5.77 3.80  0.0561
H: 0.45 -6.85 5.03  0.2931
H: -2.74 -6.72 6.51  0.2514
H: -3.20 -5.23 5.65  0.2749

- SMILES = I[PH3]CCCCCCCCCCCCn1cccc1.C1CCOC1.C1CCOC1
- frontier orbital gap (eV) = 8.0
- F_max (eV Å⁻¹) = 5.93
- E (a.u.) = -1786.67471
- multiplicity = 1

---

Density functional theory data (ωB97M-V/def2-TZVPD) for a structure of composition C15H23ErN7O5S at a distorted geometry.

Last column: natural (NBO) charge in e.
CARTESIAN COORDINATES (ANGSTROEM)
Er: -0.58 0.71 0.20  1.7851
N: -1.55 -3.44 2.21  -0.8118
C: -1.50 -2.18 1.67  0.3189
S: 0.05 -1.34 1.83  -0.4468
N: -2.61 -1.72 1.26  -0.4233
N: -2.58 -0.39 0.91  -0.4340
C: -3.70 0.15 1.13  0.4558
C: -2.92 2.18 0.35  0.4053
C: -3.31 3.15 -0.69  -0.1494
C: -2.73 4.53 -0.55  -0.0819
C: -1.67 4.75 0.21  -0.2847
C: -1.21 3.59 1.00  0.1790
N: -1.83 2.45 1.23  -0.5653
H: -0.66 -3.93 2.35  0.3986
H: -2.41 -3.97 2.35  0.4127
H: -4.56 -0.32 1.67  0.2077
H: -4.32 3.20 -1.08  0.2438
H: -3.14 5.29 -1.21  0.2305
H: -1.21 5.73 0.38  0.2461
H: -0.29 3.66 1.55  0.2069
C: 3.49 2.18 2.57  -0.4294
N: 3.71 1.16 1.51  -0.3863
C: 5.04 0.58 1.28  -0.4025
C: 2.57 0.87 0.81  0.7166
O: 1.51 1.50 0.97  -0.6791
C: 2.73 -0.27 -0.24  -0.1598
O: 1.46 -0.31 -0.99  -0.5244
C: 1.33 -1.64 -1.51  -0.1653
C: -0.13 -1.79 -1.78  0.6975
O: -0.94 -1.00 -1.37  -0.6570
N: -0.50 -2.89 -2.37  -0.3685
C: 0.39 -3.92 -2.84  -0.4275
C: -1.88 -3.11 -2.62  -0.4174
H: 2.51 2.05 3.01  0.2354
H: 3.60 3.25 2.30  0.2205
H: 4.22 2.02 3.40  0.2195
H: 5.76 1.30 0.87  0.2250
H: 4.99 -0.22 0.55  0.2076
H: 5.35 0.14 2.18  0.2227
H: 2.84 -1.18 0.29  0.2186
H: 3.60 -0.18 -0.87  0.2201
H: 1.62 -2.29 -0.67  0.2274
H: 1.92 -1.83 -2.41  0.2161
H: 0.05 -4.21 -3.87  0.2236
H: 0.32 -4.85 -2.24  0.2179
H: 1.43 -3.71 -2.92  0.2159
H: -2.11 -4.14 -2.51  0.2136
H: -2.20 -2.84 -3.64  0.2093
H: -2.36 -2.43 -2.02  0.2462
O: -1.15 2.22 -1.31  -0.6961
N: -2.48 2.00 -1.13  -0.0840
O: -4.00 1.43 0.80  -0.4493

- frontier orbital gap (spin up / spin down) (eV) = 8.0 / 8.0
- F_max (eV Å⁻¹) = 3.22
- E (a.u.) = -2757.93216
- net charge = +1
- multiplicity = 4